[1]
{"formula": "C10H10ClNO2Re", "method": "ωB97M-V/def2-TZVPD", "total_charge": 2, "lumo_ev": [-8.4, -11.3], "spin_multiplicity": 4, "energy_ha": -1130.0377, "elements": ["Cl", "C", "C", "C", "H", "C", "C", "H", "H", "H", "C", "Re", "C", "O", "C", "O", "H", "H", "H", "C", "C", "N", "H", "H", "H"], "xyz": [[-1.196, 2.415, -1.145], [-0.935, -1.850, -1.008], [0.463, -2.036, -0.728], [1.169, -1.034, -1.477], [0.910, -2.818, -0.146], [0.222, -0.263, -2.265], [-1.095, -0.770, -1.945], [-2.025, -0.418, -2.402], [-1.734, -2.474, -0.618], [2.253, -0.956, -1.621], [0.612, 0.820, -3.225], [-0.194, 0.096, -0.214], [1.458, 1.180, 0.107], [2.375, 1.880, 0.282], [-1.714, 1.356, 0.540], [-2.470, 1.848, 1.297], [1.604, 1.210, -2.972], [-0.085, 1.654, -3.211], [0.618, 0.466, -4.262], [-0.042, -0.025, 4.635], [-0.008, -0.056, 3.178], [-0.017, -0.158, 2.025], [0.834, -0.540, 5.059], [-0.944, -0.543, 4.999], [-0.060, 1.018, 4.987]], "forces_ev_per_angstrom": [[0.1, 0.6, -0.3], [-0.1, -0.5, -0.7], [-0.5, 1.0, -1.3], [0.3, -0.9, -1.3], [0.0, 0.0, 0.5], [0.0, -0.5, -1.4], [0.3, -0.8, -1.4], [0.3, -0.1, 0.4], [0.0, 0.2, 0.1], [-0.4, 0.1, 0.4], [0.0, 0.1, -0.3], [-1.3, -0.5, 5.4], [5.9, 5.4, 1.0], [-4.2, -3.6, -0.8], [-2.8, 1.9, 2.7], [2.4, -1.8, -2.5], [-0.1, -0.1, -0.2], [0.0, -0.1, 0.0], [0.1, -0.2, 0.2], [0.0, 0.1, 0.2], [-0.1, -0.5, -0.5], [0.0, 0.3, 0.3], [-0.2, 0.2, -0.3], [0.2, 0.2, -0.3], [0.0, -0.3, -0.2]], "lowdin_spin": [0.38, 0.06, 0.00, 0.05, 0.00, 0.05, 0.03, 0.00, 0.01, 0.00, 0.01, 2.00, 0.09, 0.09, 0.06, 0.03, 0.00, 0.00, 0.00, 0.01, 0.04, 0.06, 0.00, 0.00, 0.00]}

***

[2]
{"formula": "C10H10F6N3O5PdS3", "method": "ωB97M-V/def2-TZVPD", "total_charge": 0, "lumo_ev": [-1.1, -1.8], "spin_multiplicity": 2, "de_lowest_ev": 0.389, "energy_ha": -2849.0838, "elements": ["Pd", "F", "C", "F", "F", "S", "O", "O", "N", "S", "O", "O", "C", "F", "F", "F", "S", "C", "O", "C", "N", "C", "N", "C", "C", "C", "C", "C", "H", "H", "H", "H", "H", "H", "H", "H", "H", "H"], "xyz": [[0.340, 0.803, -0.212], [1.341, -2.429, 1.491], [0.251, -2.091, 2.186], [0.156, -2.891, 3.237], [-0.815, -2.280, 1.404], [0.374, -0.288, 2.710], [-0.569, 0.391, 1.800], [1.751, 0.059, 2.550], [-0.042, -0.238, 4.195], [-1.527, -0.368, 4.725], [-2.382, -1.109, 3.843], [-1.507, -0.687, 6.113], [-2.158, 1.403, 4.638], [-1.192, 2.260, 4.307], [-3.127, 1.498, 3.718], [-2.660, 1.769, 5.811], [1.972, 3.577, 1.077], [1.100, 2.488, 0.498], [2.068, 0.453, -2.691], [1.484, 0.600, -1.738], [-1.614, -0.158, -1.024], [-2.641, -0.052, -0.491], [-3.794, 0.065, 0.101], [-4.936, 0.676, -0.588], [-6.007, -0.374, -0.856], [-6.381, -1.105, 0.433], [-5.147, -1.726, 1.085], [-4.080, -0.674, 1.340], [-4.580, 1.137, -1.507], [-5.332, 1.465, 0.058], [-5.626, -1.090, -1.590], [-6.880, 0.110, -1.297], [-7.130, -1.871, 0.226], [-6.839, -0.395, 1.130], [-4.737, -2.506, 0.436], [-5.403, -2.199, 2.035], [-3.156, -1.096, 1.711], [-4.423, 0.055, 2.082]], "forces_ev_per_angstrom": [[-0.9, 0.3, 0.3], [-0.1, 0.1, 0.0], [0.0, -0.1, -0.1], [0.0, 0.0, 0.1], [0.1, 0.0, 0.0], [-0.2, 0.0, 0.0], [0.1, -0.2, 0.1], [0.1, 0.0, -0.1], [0.2, 0.0, 0.1], [-0.1, 0.0, 0.1], [-0.1, -0.1, -0.1], [0.1, 0.1, 0.0], [-0.1, 0.0, -0.1], [0.0, 0.0, 0.0], [0.1, 0.0, 0.0], [0.0, 0.0, 0.0], [0.0, 0.1, 0.1], [0.3, 0.0, 0.1], [0.0, 0.2, 0.2], [0.3, -0.4, -0.8], [0.4, 0.0, 0.2], [-0.1, 0.0, 0.0], [0.0, 0.0, -0.1], [0.0, 0.0, 0.0], [0.0, 0.0, 0.0], [0.0, 0.0, 0.0], [0.0, 0.0, 0.0], [-0.2, 0.1, 0.1], [0.0, 0.0, 0.0], [0.0, 0.0, 0.0], [0.0, 0.0, 0.0], [0.0, 0.0, 0.0], [0.0, 0.0, 0.0], [0.0, 0.0, 0.0], [0.0, 0.0, 0.0], [0.0, 0.0, 0.0], [0.1, 0.0, 0.0], [0.0, -0.1, -0.1]], "lowdin_spin": [0.65, 0.00, 0.00, 0.00, 0.00, 0.01, 0.04, 0.00, 0.01, 0.00, 0.00, 0.00, 0.00, 0.00, 0.00, 0.00, 0.04, 0.12, 0.02, 0.07, 0.03, 0.01, 0.00, 0.00, 0.00, 0.00, 0.00, 0.00, 0.00, 0.00, 0.00, 0.00, 0.00, 0.00, 0.00, 0.00, 0.00, 0.00]}

***

[3]
{"formula": "C10H10FN2PS", "method": "ωB97M-V/def2-TZVPD", "total_charge": 2, "lumo_ev": -8.6, "energy_ha": -1335.3086, "elements": ["F", "N", "C", "C", "C", "C", "C", "C", "N", "P", "S", "C", "C", "C", "C", "H", "H", "H", "H", "H", "H", "H", "H", "H", "H"], "xyz": [[-4.427, 2.483, -2.073], [-3.350, 1.879, -1.568], [-2.248, 2.610, -1.417], [-1.125, 1.999, -0.900], [-1.178, 0.650, -0.552], [0.033, -0.004, 0.016], [1.272, 0.175, -0.598], [2.378, -0.452, -0.058], [2.266, -1.220, 1.038], [3.728, -2.073, 1.747], [3.269, -3.685, 2.648], [1.087, -1.405, 1.637], [-0.062, -0.809, 1.143], [-2.365, -0.053, -0.724], [-3.465, 0.594, -1.253], [-2.276, 3.652, -1.685], [-0.227, 2.567, -0.744], [1.346, 0.756, -1.499], [3.340, -0.347, -0.531], [4.261, -1.031, 2.519], [4.545, -2.254, 0.623], [1.048, -2.054, 2.496], [-1.011, -0.962, 1.627], [-2.441, -1.096, -0.473], [-4.396, 0.082, -1.419]], "forces_ev_per_angstrom": [[-0.1, 0.1, -0.1], [0.1, -0.1, 0.1], [0.6, 0.2, 0.2], [-0.4, -0.4, -0.1], [0.2, 0.1, 0.1], [-0.1, 0.0, -0.2], [0.0, -0.3, 0.4], [-0.5, 0.4, -0.5], [0.3, 0.2, -0.3], [0.3, -1.6, 1.0], [0.0, 0.5, -0.1], [-0.8, 0.1, -0.1], [0.4, 0.0, -0.1], [0.0, 0.4, -0.1], [0.2, -0.7, 0.2], [-0.3, 0.2, -0.1], [0.1, 0.3, 0.0], [0.3, 0.1, -0.2], [0.3, -0.1, 0.1], [0.0, 0.2, -0.3], [-0.2, 0.6, -0.2], [0.2, -0.2, 0.2], [-0.1, -0.1, 0.2], [-0.1, -0.2, 0.0], [-0.3, 0.2, -0.2]], "nbo_charge": [-0.10, 0.15, 0.07, -0.19, 0.04, 0.04, -0.20, 0.10, -0.52, 0.92, -0.35, 0.12, -0.20, -0.19, 0.08, 0.29, 0.27, 0.26, 0.26, 0.02, 0.02, 0.28, 0.26, 0.27, 0.29]}

***

[4]
{"formula": "C10H10MgNO5SSeTe", "method": "ωB97M-V/def2-TZVPD", "total_charge": -1, "lumo_ev": 2.6, "de_lowest_ev": 0.000, "energy_ha": -4085.8602, "elements": ["Mg", "O", "C", "C", "C", "C", "C", "C", "N", "H", "H", "H", "H", "H", "H", "H", "O", "Se", "O", "O", "O", "Te", "C", "C", "C", "C", "S", "H", "H", "H"], "xyz": [[0.593, -0.324, -0.115], [0.892, 1.946, -0.269], [-0.258, 2.760, -0.170], [-1.140, 2.270, 0.952], [-1.668, 3.099, 1.930], [-2.359, 2.521, 2.983], [-2.505, 1.144, 3.020], [-1.968, 0.398, 1.982], [-1.312, 0.951, 0.971], [1.268, 1.858, 0.662], [-0.795, 2.678, -1.120], [0.016, 3.808, -0.012], [-1.513, 4.169, 1.881], [-2.759, 3.140, 3.776], [-3.002, 0.657, 3.847], [-2.054, -0.681, 1.962], [0.545, -1.116, 1.745], [1.928, -0.246, 1.984], [2.880, -0.842, 3.110], [1.510, 1.305, 2.262], [2.534, -0.268, 0.450], [-0.742, -0.668, -2.329], [0.275, -2.294, -3.184], [1.411, -2.918, -2.756], [1.820, -3.998, -3.587], [0.997, -4.185, -4.650], [-0.298, -3.047, -4.629], [1.946, -2.609, -1.868], [2.702, -4.592, -3.386], [1.060, -4.918, -5.438]], "forces_ev_per_angstrom": [[-0.6, 0.5, -0.4], [0.1, -0.3, 0.4], [-0.1, 0.0, 0.0], [0.0, 0.0, 0.0], [0.0, 0.0, 0.0], [0.0, 0.0, 0.0], [0.0, 0.1, 0.0], [-0.1, 0.0, 0.0], [0.2, -0.2, -0.2], [0.1, 0.2, -0.2], [0.1, 0.0, 0.0], [0.0, 0.0, 0.0], [0.0, 0.0, 0.0], [0.0, 0.0, 0.0], [0.0, 0.0, 0.0], [0.1, 0.0, 0.0], [-0.6, -0.3, -0.3], [1.1, 0.1, 1.8], [0.4, -0.4, 0.4], [-0.2, 0.6, -0.1], [0.1, -0.1, -0.9], [-0.5, -0.2, -0.6], [0.0, -0.1, -0.2], [0.0, 0.1, 0.1], [0.1, 0.0, 0.0], [-0.3, 0.1, -0.1], [0.2, 0.0, 0.1], [0.0, 0.0, 0.0], [0.0, 0.0, -0.1], [0.1, 0.0, 0.0]], "nbo_charge": [1.67, -0.79, -0.10, 0.20, -0.25, -0.15, -0.27, 0.09, -0.50, 0.52, 0.20, 0.17, 0.21, 0.21, 0.22, 0.21, -1.21, 2.74, -1.04, -1.12, -1.20, -0.41, -0.44, -0.32, -0.25, -0.45, 0.41, 0.23, 0.21, 0.22]}

***

[5]
{"formula": "C10H10N", "method": "ωB97M-V/def2-TZVPD", "total_charge": 1, "lumo_ev": -6.1, "de_lowest_ev": 4.893, "energy_ha": -441.4179, "elements": ["C", "C", "C", "C", "C", "C", "C", "C", "C", "C", "N", "H", "H", "H", "H", "H", "H", "H", "H", "H", "H"], "xyz": [[-2.689, -0.546, 0.051], [-2.719, 0.785, -0.339], [-1.499, -1.172, 0.348], [-1.503, 1.418, -0.488], [-0.307, -0.578, 0.090], [-0.261, 0.808, -0.164], [2.074, -1.206, -0.501], [2.031, 0.921, 0.792], [0.792, -1.430, 0.050], [1.119, 1.329, -0.318], [2.104, 0.205, -0.393], [-3.738, -1.031, 0.291], [-3.665, 1.204, -0.481], [-1.455, -2.108, 0.738], [-1.620, 2.468, -0.807], [2.885, -1.465, 0.209], [2.164, -1.497, -1.539], [2.864, 1.556, 1.046], [1.579, 0.405, 1.698], [0.603, -2.304, 0.630], [1.240, 2.237, -0.912]], "forces_ev_per_angstrom": [[-2.6, -1.7, 1.6], [2.0, -1.8, 0.2], [-3.1, 1.0, -0.6], [0.8, 1.9, 0.0], [2.3, 1.0, -0.2], [-0.7, 0.6, -2.0], [0.0, 1.7, -0.2], [-0.2, -0.1, 2.4], [-2.5, -1.4, 1.4], [-1.2, -1.2, 0.0], [2.1, 3.4, -1.3], [2.5, 0.7, -0.6], [-1.0, 1.1, -0.4], [-0.3, -2.8, 0.9], [0.8, -0.5, 0.3], [-0.3, -0.9, -0.8], [0.5, -0.6, -0.1], [0.2, 0.3, -0.1], [0.3, 0.8, -1.0], [0.0, -1.0, 0.2], [0.4, -0.4, 0.1]], "nbo_charge": [-0.21, -0.07, -0.08, -0.23, -0.19, 0.10, -0.32, -0.21, 0.19, -0.09, -0.33, 0.25, 0.24, 0.22, 0.25, 0.28, 0.27, 0.24, 0.19, 0.21, 0.26]}

***

In eV/A, the largest force on an atom values for the records above are, in order, 8.02; 0.99; 1.88; 2.14; 4.17.